# 1
This record from OMol25 describes a single C5H12N2 molecule. The level of theory is wB97M-V/def2-TZVPD.

Values from the calculation:
- HOMO: -9.3 eV
- LUMO: 1.233 eV
- E: -8358.9357 eV
- Frontier orbital gap: 0.38536 hartree
- Molar mass: 100.165 g/mol
- Strongest force on any atom: 1.65 eV Å⁻¹
- SMILES string: C=NCC[C@@H](C)N

Geometry as ORCA input:
```
! RIJCOSX wB97M-V def2-TZVPD def2/J DEFGRID3
* xyz 0 1
C 2.070 -0.054 -2.345
N 1.442 0.171 -1.278
C 0.018 -0.294 -1.288
C -0.761 0.493 -0.239
C -0.425 0.063 1.183
C -1.115 1.011 2.160
N -0.838 -1.344 1.352
H 1.768 -0.790 -3.098
H 3.056 0.384 -2.480
H 0.024 -1.348 -1.016
H -0.369 -0.002 -2.262
H -1.825 0.316 -0.438
H -0.609 1.562 -0.377
H 0.650 0.110 1.365
H -0.986 0.735 3.209
H -2.194 1.075 1.987
H -0.742 2.027 2.011
H -1.850 -1.339 1.434
H -0.457 -1.690 2.225
*
```

natural (NBO) population analysis, charges in e, atoms 1 to 2:
1 C -0.06
2 N -0.39

# 2
This record from OMol25 describes a molecular structure, C4H12N5O. The level of theory is wB97M-V/def2-TZVPD.

Values from the calculation:
- HOMO: -12.9 eV
- LUMO: -2.880 eV
- E: -13829.7733 eV
- Frontier orbital gap: 0.36790 hartree
- Molar mass: 146.174 g/mol
- Strongest force on any atom: 3.16 eV Å⁻¹

Geometry as ORCA input:
```
! RIJCOSX wB97M-V def2-TZVPD def2/J DEFGRID3
* xyz 1 1
C 4.421 -0.461 -0.137
C -0.133 -0.365 0.338
C -1.415 0.470 0.341
C -2.839 -0.147 0.046
N 3.249 -0.139 -0.272
N 2.487 0.691 0.552
N 5.604 -0.683 -0.294
N 0.185 -1.057 1.459
N 1.190 0.862 -0.021
O -2.817 -0.455 -1.336
H -1.426 1.203 -0.551
H -1.594 1.131 1.154
H -3.010 -1.043 0.616
H -3.487 0.710 0.274
H 3.038 1.488 0.622
H 0.009 -0.879 -0.643
H 6.114 -1.397 0.115
H -0.163 -0.758 2.408
H 0.463 -2.067 1.261
H 1.106 0.691 -1.113
H 0.723 1.790 0.202
H -3.463 -1.011 -1.796
*
```

natural (NBO) population analysis, charges in e, atoms 1 to 2:
1 C 0.64
2 C 0.20

# 3
This record from OMol25 describes a single C2H2N4O2 molecule. The level of theory is wB97M-V/def2-TZVPD.

Values from the calculation:
- HOMO: -10.6 eV
- LUMO: 0.030 eV
- E: -12156.1664 eV
- Frontier orbital gap: 0.39124 hartree
- Molar mass: 114.064 g/mol
- Strongest force on any atom: 5.89 eV Å⁻¹
- SMILES string: O=COn1cnnn1

Geometry as ORCA input:
```
! RIJCOSX wB97M-V def2-TZVPD def2/J DEFGRID3
* xyz 0 1
O 1.700 0.757 0.972
C 1.850 -0.133 0.167
O 0.867 -0.975 -0.415
N -0.431 -0.697 -0.234
C -0.810 0.670 -0.540
N -2.027 0.913 -0.096
N -2.273 -0.180 0.737
N -1.436 -1.248 0.666
H 2.648 -0.674 -0.213
H -0.088 1.566 -1.044
*
```

natural (NBO) population analysis, charges in e, atoms 1 to 2:
1 O -0.50
2 C 0.64